Record 1
11 unconnected molecules or ions with the total composition C23H67O11S10 in a non-equilibrium geometry, computed with the ωB97M-V functional and the def2-TZVPD basis.

```
111
Properties=species:S:1:pos:R:3:mulliken_charge:R:1
O -0.1769 1.1674 1.2436 -0.70
O 3.1011 4.3584 2.1536 -0.89
H -3.2209 -3.1576 -2.0754 0.41
H -4.5079 2.9604 0.4836 0.48
H -1.2089 -0.7086 -1.2894 -0.42
H -0.6889 -1.0486 5.0546 0.38
C 5.9071 2.6354 -1.5394 -1.03
H 0.7241 5.1484 0.6466 0.63
H -3.0419 5.1874 1.3706 0.52
C -1.8069 0.6134 -4.5254 -0.70
C -1.5499 -5.2886 -1.9634 -1.17
H 2.9541 -0.0776 4.7896 0.57
H -2.4189 -1.8176 -2.6544 -0.17
S -0.9699 -3.5526 -1.8874 0.83
H -1.0819 -0.0636 -4.1234 -0.20
H 3.5061 -2.4116 0.7136 0.19
C 0.3521 -1.1816 4.7006 -1.17
H -1.8009 0.8714 -0.8904 -1.02
H -0.0529 3.1834 2.7586 -0.29
H -2.6009 -3.3166 -3.6604 0.56
C -3.5289 2.3744 0.5256 0.51
H -1.2629 1.1284 -5.3064 0.47
C -3.2399 -0.3216 2.9236 0.40
H 0.5501 4.8394 2.9966 0.52
H 1.3981 0.9044 -3.2734 0.31
S 1.9821 3.3874 1.7976 0.88
C -2.3719 -2.9016 -2.6784 -0.74
H -7.1759 -2.2656 -1.1754 0.34
H -2.0309 -3.6526 2.1256 0.46
H -7.9209 -1.9396 0.3966 0.43
C -1.9579 -2.6436 2.5306 -0.15
H -2.4999 0.1104 2.2866 -1.09
H -4.4079 0.3024 -1.6674 0.05
S -6.3379 -0.1056 -0.2004 0.38
C 0.1921 0.4774 0.0686 1.64
H 2.0861 -0.1806 0.8086 -0.13
S -2.5869 2.9444 1.9066 0.80
S 5.9011 -2.4436 0.5156 0.40
H 4.0821 -2.6046 -3.3054 0.49
O -4.3789 -2.6396 3.4346 -0.83
H 7.2021 -4.3736 1.0096 0.42
H 1.0491 -1.5536 5.4806 0.47
O 0.1151 -3.6346 -2.9624 -0.72
H 6.4321 2.1444 -0.7214 0.36
S 0.8001 0.4524 4.1416 0.99
H -1.8329 -0.4976 0.2916 -1.12
H 2.6681 -2.5706 -2.3584 0.26
C 4.1431 1.2444 -0.4394 -0.83
H -1.4629 4.9364 1.9116 0.18
H 4.2661 -2.1546 2.3696 0.61
H 0.9861 3.6334 4.0466 0.50
H 0.5551 1.2144 -0.6154 -0.10
H -1.2409 -2.1096 1.9526 -0.53
H 3.1851 0.7454 3.3436 0.36
C -1.1789 -0.0156 -0.4844 2.31
H -6.4949 -2.5316 0.3836 0.32
H 4.2141 -0.9476 0.9806 -0.48
O -3.6499 3.1664 2.9666 -0.76
S 3.2921 -0.4296 -3.3564 0.88
H -2.9459 2.5744 -0.3494 -0.61
C 1.1711 4.2104 0.4056 -0.56
S -2.6179 1.7304 -3.4044 0.94
H 1.3681 -1.3656 -0.2284 0.06
H 1.7891 4.2094 -0.5344 0.27
C 3.1121 -2.1776 -3.2454 -1.24
H 2.5771 -0.7966 3.3166 -0.03
H -1.6139 -2.6536 3.5736 0.28
C -1.2329 2.8214 -2.9074 -0.81
H 0.3571 -1.8816 3.8856 0.18
C 0.7981 3.8054 3.0236 -0.87
O -3.5309 2.5574 -4.3114 -0.81
H 1.2011 -0.6166 -2.3034 -0.13
C -4.8779 -0.5276 -1.1144 -0.18
H -4.1199 -1.0226 -0.4544 -0.14
H 0.7561 -1.2306 1.3716 -0.15
H 1.0381 -0.4976 -4.0614 0.78
O -5.9749 0.2584 1.2606 -0.51
C 1.1661 -0.6766 0.5246 -0.93
C -2.1899 4.5574 1.1556 -1.00
C 4.3421 -1.9746 1.3296 -0.21
O 3.7281 -0.2156 -4.8434 -0.81
O 5.4031 -2.6306 -0.9354 -0.54
H -4.2359 0.2204 2.8466 0.34
O 0.8721 1.3524 5.3996 -0.75
H -2.6049 -0.0416 -4.8484 0.40
H 3.1011 1.0634 -0.3734 -0.66
H 4.5401 1.1714 0.5886 0.79
H -0.6569 -5.8976 -1.7494 0.35
C 2.5081 0.1004 3.8396 -1.12
H -1.4989 3.5474 -2.1644 0.09
O 3.4761 2.7854 -2.3284 -0.65
H 4.5421 0.4364 -1.0194 0.84
C -7.0159 -1.7996 -0.1754 -1.08
H -5.2869 -1.2786 -1.8194 0.42
H -2.3509 -5.5436 -1.2724 0.38
H 6.3951 3.5714 -1.8264 0.38
C 1.5941 -0.1416 -3.2444 -1.03
S 4.2611 2.9124 -1.0144 0.49
H 5.3781 -4.7316 1.0786 0.29
H -0.9479 3.2884 -3.7894 0.68
H 0.3601 3.4694 0.1396 -0.31
H 5.9491 2.0864 -2.4914 0.27
H -1.8979 -5.6156 -2.9444 0.34
H 2.5141 -2.5136 -4.0804 0.35
H -1.8319 4.6514 0.1206 0.16
H -2.8559 -0.2766 3.9606 0.49
H -0.3309 2.3564 -2.4284 -0.05
H -3.7699 1.3254 0.6016 -0.44
H 6.4821 -3.9486 2.3006 0.41
S -3.5699 -1.9516 2.3126 0.67
C 6.2191 -4.0446 1.2666 -1.08
```

Computed properties:
Charge ... -1
Energy above the lowest of the compared OMol25 structures with the same formula, charge and spin ... 23.78 kcal/mol
E_LUMO ... 1.6 eV
Energy ... -5725.59553 Ha

=====

Record 2
A molecular structure, C23H6Cl6F7InNO4S, computed with the ωB97M-V functional and the def2-TZVPD basis.

```
49
Properties=species:S:1:pos:R:3:nbo_charge:R:1
O -1.4978 -0.6997 -1.8325 -0.86
O -1.1472 1.4084 -2.8717 -0.81
C -0.1464 -3.4900 -0.5894 -0.25
H 3.2815 3.5122 -1.8840 0.23
C -0.1077 2.1587 -0.0725 -0.33
C 3.3179 2.4948 -1.5287 -0.23
C 0.3697 -4.5683 -1.3029 0.31
Cl -4.7382 0.3323 3.7940 0.03
C 3.2925 -0.0844 -0.6853 0.07
C -2.3574 -4.3606 -1.1079 0.27
F 0.1083 -6.5350 -2.5859 -0.31
S 0.9446 -2.3364 0.1597 -0.27
C -2.4779 0.0894 2.3012 -0.06
C -0.4353 -5.5145 -1.9070 0.30
F 2.3346 4.8470 -0.3402 -0.34
O 0.6498 -0.1127 -2.5338 -0.84
F -2.1156 -2.4661 0.2096 -0.29
Cl -3.5573 -0.0004 0.9355 0.04
H 5.1647 2.0347 -2.5046 0.21
C -1.1131 4.2737 0.4008 0.43
F -2.1968 5.0056 0.7411 -0.33
H 3.2179 -1.1125 -0.3566 0.22
N 2.2860 0.7185 -0.3348 -0.47
Cl 1.4336 0.0690 2.9812 0.03
C -1.8084 -5.4097 -1.8161 0.25
C 1.1619 4.1829 -0.1762 0.44
O -1.0104 -0.5624 -4.1787 -0.80
H 0.1476 6.0176 0.2873 0.24
H -2.1757 2.4372 0.5112 0.23
C -1.2209 2.9032 0.3042 -0.33
C 4.3616 1.6618 -1.8807 -0.15
F -3.6868 -4.2607 -0.9963 -0.29
Cl 0.2580 0.4600 5.8395 0.03
C 1.1084 2.8020 -0.3279 -0.22
C -0.2980 0.1181 3.1945 0.04
C -2.1780 0.3682 4.6681 -0.08
F -2.5975 -6.3195 -2.4004 -0.30
F 1.6947 -4.7196 -1.4311 -0.30
Cl -0.7572 0.0287 -2.9029 2.53
C -1.5316 -3.4353 -0.5003 0.33
In -0.0889 -0.0279 0.0411 1.45
C -1.1130 -0.0058 2.0772 -0.45
Cl -2.8306 0.5832 6.2516 0.04
C -0.8002 0.3044 4.4821 -0.13
H 5.1589 -0.3370 -1.7022 0.22
C 2.2876 1.9947 -0.7349 0.24
C 0.0710 4.9453 0.1777 -0.38
C -3.0262 0.2595 3.5705 -0.09
C 4.3631 0.3472 -1.4427 -0.27
```

Computed properties:
Charge ... -1
Energy above the lowest of the compared OMol25 structures with the same formula, charge and spin ... 0.58 kcal/mol
E_LUMO ... 2.3 eV
Energy ... -5284.19104 Ha

=====

Record 3
14 unconnected molecules or ions with the total composition C23H70F3N21O15 in a non-equilibrium geometry, computed with the ωB97M-V functional and the def2-TZVPD basis.

```
132
Properties=species:S:1:pos:R:3:mulliken_charge:R:1
H -1.6688 1.1477 -2.2778 0.56
H 2.9923 2.5963 -5.2243 0.44
O 4.9842 1.4136 5.0627 -0.70
H 1.0875 -3.7891 -1.0449 0.01
H -1.4946 0.0836 2.2815 -0.58
O 1.0542 2.8103 -3.0044 -0.96
H 2.6960 -3.2653 6.7417 0.20
H 2.7930 1.7328 -2.6230 0.34
H -5.2829 -2.0831 -4.7612 0.17
H -2.7875 1.2743 0.5022 0.38
H 4.4335 5.1924 -3.3399 0.38
O -0.7305 0.1187 0.2936 -0.20
N -3.9974 2.2365 4.6912 -0.39
H 0.7880 -1.3190 0.5794 -1.37
N 3.4735 2.2197 3.5198 -0.24
H 3.5347 0.3109 -2.6244 0.57
C 1.5013 0.3623 1.5239 -0.07
C 4.4602 1.3858 3.9358 0.54
F 0.8450 1.1435 2.4100 -0.22
N -2.0441 -3.1613 -1.0382 0.19
H 2.0702 3.4730 -0.3837 0.39
C 1.6830 -3.9162 -2.9817 0.66
O -6.8090 -2.3865 1.8300 -0.68
C 3.5263 5.6345 -3.7518 -1.29
N -4.8275 -1.5038 -4.0705 -0.38
H 4.1569 3.8454 -5.3650 0.47
H -1.3676 0.9954 4.1896 0.03
H 4.5100 -3.6059 0.0146 0.19
H 2.1523 -3.3912 2.7421 0.19
H -5.7722 -0.2728 -0.2267 0.18
H -6.9234 -1.8565 -4.0202 0.12
O 0.9382 -2.4018 4.3124 -0.68
H -3.6917 0.1373 1.5381 0.32
H -7.3171 -0.7781 -2.5702 0.32
H -0.8187 1.0325 -1.0266 0.38
H -2.8602 -2.2097 5.1454 0.13
H 1.9921 -5.3450 -1.7376 0.16
N -6.7811 -2.4316 -0.4034 -0.31
H -6.2443 -0.2002 1.4783 0.25
H -2.6813 -3.8826 5.2936 0.25
N -3.7655 -2.0671 3.1061 0.25
C 2.5437 6.2057 -1.7291 -1.37
H 3.0105 -4.4891 1.6687 0.15
O -1.1484 1.6706 -1.6635 0.03
C -3.2754 -3.5634 -1.3117 0.53
C 3.5203 3.3459 -4.6348 -2.00
H 5.9491 -4.0637 -1.4222 0.15
H -4.8457 -4.2750 -0.2268 0.23
H 1.7261 4.9429 0.4506 0.40
H -0.5669 4.9066 -2.5601 0.36
O 3.1798 1.0296 -2.0961 -0.15
H 3.1976 2.9159 4.1975 0.18
N -3.0467 -3.1178 4.7444 -0.32
C 1.6166 5.0457 -5.1645 -1.67
C 0.1261 5.6683 -2.2029 -1.66
C 1.9050 -2.4070 5.0878 0.30
N 1.8061 4.0378 -2.9617 0.98
H 0.1807 6.4950 -2.9112 0.37
O -3.4774 -4.3125 2.8444 -0.73
H 3.3066 -2.3748 -0.3461 -0.10
N -2.0865 1.6817 4.3689 -0.29
N 2.1481 -4.1027 2.0253 -0.30
H -0.8686 -4.0684 1.6363 0.17
H 1.0415 -3.2275 6.6823 0.26
N -6.7239 -1.2838 -3.2125 -0.56
F 2.5133 1.1474 1.0714 -0.60
H 2.5070 0.5396 -1.6177 0.29
H -3.2107 -0.2118 -0.2070 0.26
C 2.9722 6.7849 -3.0177 -0.71
H 5.8595 -3.2583 -2.9684 0.23
C -1.6084 -0.4020 1.3123 1.64
C 2.5875 4.5131 -4.0944 1.56
H 3.7568 7.5247 -2.8589 0.40
H 1.0110 4.2206 -5.5393 0.38
H 2.0372 5.4637 -6.0791 0.40
O 1.8849 -3.3730 -4.0237 -0.74
H -3.8329 -1.4100 -3.9218 0.19
C 0.6672 -0.2621 0.3417 2.17
C -6.4648 -1.9227 0.7699 0.49
H -4.3897 -2.2039 2.3240 -0.35
N 1.1773 -3.3414 -1.9459 0.12
H -1.9458 2.6300 4.0509 0.14
H -3.6352 -1.2174 3.6364 0.19
O -3.5617 0.2031 4.9793 -0.79
N -6.2421 -0.6602 0.5791 -0.24
H 0.9483 5.8246 -4.7975 0.35
N 1.8926 -2.8239 6.3177 -0.46
H 5.4207 -0.2840 3.2765 0.22
C -3.2010 1.3341 4.8267 0.79
N 4.8154 0.4804 3.0132 -0.26
H 2.8700 -5.4569 -3.3159 0.21
O -4.9122 -0.1841 -2.2877 -0.69
H 3.1287 2.1332 2.5745 0.22
H -1.5657 -2.9705 -1.9069 0.00
H 4.4308 0.5286 2.0805 0.12
C 4.7253 -2.4309 -1.6669 0.64
H 0.4483 3.8305 -0.2739 0.40
N 3.0726 -1.8680 4.8269 -0.18
O 1.0698 -0.2182 -1.0549 -0.91
C -5.4656 -0.9189 -3.1168 0.89
H 4.1565 2.7965 -3.9409 0.44
F 2.0886 -0.6080 2.2419 0.12
H -3.6875 3.1873 4.5499 0.14
H 0.9334 -2.3980 -2.2115 -0.21
C 1.4056 4.3369 -0.3968 -1.99
H -3.5591 -3.6197 0.6765 0.01
H -6.3891 -1.9677 -1.2104 0.00
H 3.9274 -2.2174 5.2359 0.22
H 3.7678 6.1346 -4.6897 0.41
O 0.8121 -5.0004 0.4125 -0.77
H 3.4538 5.8499 -1.2462 0.45
N 4.1202 -2.9128 -0.6081 -0.14
H -1.6710 -1.4878 1.3840 -0.16
C -3.4187 -3.2726 3.5216 0.67
N -3.9006 -3.9187 -0.2258 -0.15
H -1.5532 -2.8451 -0.2141 -0.33
H -0.4631 1.9996 -2.2498 0.53
H 2.1994 7.0039 -1.0714 0.51
H 3.1097 -1.5211 3.8790 0.18
C -2.9394 0.2248 0.7542 -1.53
N 0.0082 -3.6763 1.9485 0.11
H -4.9825 2.0618 4.8293 0.24
O -3.6541 -3.7472 -2.4582 -0.74
C 1.0169 -4.2735 1.3578 0.33
N 2.2496 -5.0109 -2.6553 -0.31
C 1.4855 5.0184 -1.8435 1.44
H -0.2655 6.1472 -1.3054 0.46
H 0.0680 -3.0404 2.7310 0.21
N 5.5640 -3.3347 -2.0056 -0.48
H 2.2651 7.3425 -3.6318 0.38
H -7.2406 -3.3302 -0.4425 0.23
O 4.3064 -1.6006 -2.3817 -0.61
```

Computed properties:
Charge ... +1
E_LUMO (alpha / beta) ... -2.3 / -4.1 eV
2S+1 ... 2
Energy ... -3496.23709 Ha